[1]
H8O4 | the ωB97M-V functional and the def2-TZVPD basis

```
12
Properties=species:S:1:pos:R:3:forces:R:3:nbo_charge:R:1
O 1.249 -2.345 -0.077 5.19 -2.09 -1.91 -0.944
H 0.895 -1.590 0.278 -2.03 3.16 1.95 0.479
H 2.263 -2.067 -0.102 -3.20 -1.24 0.03 0.450
O 0.790 1.306 -0.855 -3.22 -2.45 -3.64 -0.930
H 1.668 1.232 -1.193 1.13 0.07 -0.71 0.474
H 0.210 0.610 -1.542 2.64 3.06 3.13 0.492
O 0.356 0.008 1.187 -0.32 -1.70 2.09 -1.034
H 0.911 0.444 0.535 -1.35 0.78 -0.07 0.494
H -0.603 0.213 1.249 1.19 0.39 -0.93 0.511
O -2.455 0.626 0.455 2.73 -15.14 -2.57 -0.931
H -2.629 1.417 0.499 -3.17 12.98 -0.12 0.449
H -2.660 0.140 -0.437 0.41 2.17 2.75 0.492
```
Forces are in eV/Å.

The SMILES is O.O.O.O. For the electronic energy, the calculation gives -305.667417 hartree. The HOMO energy is -10.64 eV. The energy relative to the best compared isomer or geometry (same formula, charge and spin) is 70.15 kcal per mole. As for the HOMO-LUMO gap: 10.73 eV.



[2]
H8O4 | the ωB97M-V functional and the def2-TZVPD basis

```
12
Properties=species:S:1:pos:R:3:forces:R:3:nbo_charge:R:1
O -20.079 15.891 24.108 1.76 -2.99 -0.62 -0.951
H -20.525 16.651 24.282 -1.90 3.86 0.26 0.448
H -20.274 15.420 24.928 0.64 -0.22 0.05 0.480
O -21.634 12.616 23.897 -1.99 2.25 -1.69 -0.938
H -21.855 12.508 22.956 0.06 0.25 0.52 0.474
H -21.153 11.870 24.094 1.82 -2.57 0.94 0.468
O -21.033 14.308 25.922 3.02 1.13 2.41 -0.954
H -21.434 14.230 25.119 -1.74 -0.80 -3.79 0.486
H -21.653 13.940 26.492 -1.69 -0.86 1.82 0.486
O -23.738 13.332 26.868 4.91 -0.33 0.97 -0.924
H -24.621 13.309 26.852 -5.56 0.27 -0.87 0.462
H -23.615 12.890 27.717 0.68 0.01 0.00 0.464
```
Forces are in eV/Å.

The SMILES is O.O.O.O. For the electronic energy, the calculation gives -305.718795 hartree. The HOMO energy is -10.57 eV. The energy relative to the best compared isomer or geometry (same formula, charge and spin) is 37.91 kcal per mole. As for the HOMO-LUMO gap: 11.10 eV.



[3]
H8O4 | the ωB97M-V functional and the def2-TZVPD basis

```
12
Properties=species:S:1:pos:R:3:forces:R:3:nbo_charge:R:1
O 1.234 -3.624 3.329 0.29 -0.05 -0.21 -0.963
H 1.959 -4.230 3.519 -0.09 -0.02 0.16 0.470
H 1.671 -2.990 2.735 -0.12 -0.02 0.28 0.492
O -4.021 10.291 -6.757 0.36 -0.03 -0.15 -0.943
H -4.938 10.326 -6.478 -0.08 -0.07 -0.24 0.471
H -3.996 10.042 -7.692 -0.27 0.09 0.39 0.472
O -0.855 -4.474 1.516 -1.08 -0.84 -0.05 -0.974
H -0.516 -3.865 0.865 0.55 0.18 0.33 0.466
H -0.289 -4.578 2.290 0.44 0.74 -0.39 0.501
O 3.461 -2.296 2.101 0.13 0.26 -0.46 -0.956
H 3.493 -2.424 1.140 0.06 0.04 0.33 0.479
H 3.876 -1.433 2.249 -0.17 -0.28 0.01 0.484
```
Forces are in eV/Å.

The SMILES is O.O.O.O. For the electronic energy, the calculation gives -305.743516 hartree. The HOMO energy is -10.73 eV. The energy relative to the best compared isomer or geometry (same formula, charge and spin) is 22.40 kcal per mole. As for the HOMO-LUMO gap: 11.05 eV.



[4]
H8O4 | the ωB97M-V functional and the def2-TZVPD basis

```
12
Properties=species:S:1:pos:R:3:forces:R:3:nbo_charge:R:1
O -1.435 0.342 -2.029 0.00 -0.05 0.17 -0.956
H -1.281 -0.610 -2.024 -0.05 0.09 -0.02 0.469
H -1.903 0.522 -1.200 0.07 -0.14 -0.08 0.483
O 0.518 -0.549 0.828 -0.01 0.19 -0.28 -0.967
H -0.088 -0.027 0.284 0.09 -0.03 0.13 0.477
H 1.398 -0.191 0.635 -0.13 -0.09 0.18 0.485
O 3.312 -1.062 0.291 -0.02 -0.18 -0.13 -0.953
H 2.690 -1.702 -0.082 0.09 0.07 0.09 0.480
H 3.945 -1.594 0.785 -0.06 0.10 0.00 0.476
O -2.326 1.293 0.634 -0.07 0.27 -0.06 -0.963
H -2.342 1.398 1.592 0.06 -0.13 -0.09 0.489
H -2.487 2.179 0.285 0.03 -0.11 0.09 0.480
```
Forces are in eV/Å.

The SMILES is O.O.O.O. For the electronic energy, the calculation gives -305.751165 hartree. The HOMO energy is -11.06 eV. The energy relative to the best compared isomer or geometry (same formula, charge and spin) is 17.60 kcal per mole. As for the HOMO-LUMO gap: 11.66 eV.



[5]
H8O4 | the ωB97M-V functional and the def2-TZVPD basis

```
12
Properties=species:S:1:pos:R:3:forces:R:3:nbo_charge:R:1
O 0.229 1.360 0.720 -0.30 -0.47 -0.17 -1.003
H -0.496 1.091 0.105 0.28 0.05 0.16 0.505
H 0.168 2.303 0.780 0.05 0.84 0.16 0.478
O -0.120 -1.472 1.013 1.03 0.75 -0.59 -0.980
H -0.177 -0.706 1.621 0.21 -0.58 -0.42 0.488
H 0.678 -1.245 0.415 -0.98 -0.45 1.20 0.502
O -1.292 -0.078 -0.935 -2.13 -0.10 -0.16 -1.016
H -0.992 -0.758 -0.271 -0.56 0.07 -0.12 0.507
H -2.303 -0.111 -0.981 2.31 -0.09 0.16 0.491
O 1.720 -0.398 -0.781 0.44 -0.54 0.13 -0.954
H 1.007 -0.389 -1.418 -0.29 0.09 -0.52 0.481
H 1.578 0.404 -0.268 -0.07 0.43 0.17 0.500
```
Forces are in eV/Å.

The SMILES is O.O.O.O. For the electronic energy, the calculation gives -305.764761 hartree. The HOMO energy is -11.39 eV. The energy relative to the best compared isomer or geometry (same formula, charge and spin) is 9.06 kcal per mole. As for the HOMO-LUMO gap: 11.92 eV.



[6]
H8O4 | the ωB97M-V functional and the def2-TZVPD basis

```
12
Properties=species:S:1:pos:R:3:forces:R:3:nbo_charge:R:1
O -1.415 2.481 -0.390 0.06 -0.68 -0.77 -0.970
H -1.606 3.054 0.323 -0.76 1.20 1.06 0.453
H -0.581 2.099 -0.082 0.39 -0.35 -0.33 0.488
O -0.515 -1.058 -1.295 -2.29 1.28 -0.12 -0.944
H -0.519 -1.971 -1.078 0.46 -1.53 0.19 0.470
H -1.504 -0.879 -1.311 1.75 0.19 -0.10 0.488
O 0.849 1.115 -0.056 0.20 0.35 0.04 -0.952
H 1.182 0.585 0.648 1.16 0.02 1.66 0.477
H 0.459 0.358 -0.473 -0.91 -0.55 -1.66 0.489
O 1.432 -1.693 1.080 -0.44 2.39 -1.82 -0.947
H 0.480 -1.720 1.025 -0.31 -0.24 0.19 0.472
H 1.737 -2.374 1.610 0.68 -2.10 1.68 0.475
```
Forces are in eV/Å.

The SMILES is O.O.O.O. For the electronic energy, the calculation gives -305.741323 hartree. The HOMO energy is -10.58 eV. The energy relative to the best compared isomer or geometry (same formula, charge and spin) is 23.77 kcal per mole. As for the HOMO-LUMO gap: 10.80 eV.